Entry 1:
7 unconnected molecules or ions with the total composition C28H58Cl2O18P2S. Source: the Open Molecules 2025 dataset; level of theory: the ωB97M-V functional and the def2-TZVPD basis.

The geometry in XYZ format:
```
109
Properties=species:S:1:pos:R:3:forces:R:3
H 0.658 4.350 -2.375 -0.1 0.0 0.1
C 5.071 3.496 4.198 0.1 -0.1 0.0
O 1.143 2.460 -3.767 0.0 0.2 0.1
O 0.268 -4.913 -1.265 -0.1 0.0 0.0
H -0.706 -2.933 1.294 0.0 0.0 0.0
C 2.647 -0.022 -2.016 0.2 -0.5 -0.1
H 10.387 6.229 2.695 0.0 0.0 0.0
O -1.277 -0.131 -0.533 0.1 -0.1 0.0
Cl 1.444 -1.220 -2.401 -0.2 0.0 0.2
H -0.091 -4.581 1.466 0.0 0.0 0.0
C -10.901 -4.286 4.125 0.0 0.0 0.0
C 9.445 6.538 2.251 0.0 0.0 0.1
H -10.579 -2.452 3.011 0.0 0.0 0.0
H 1.762 3.084 0.316 0.0 0.0 0.1
H 6.516 8.684 0.274 0.0 0.0 0.0
C 0.175 0.787 -6.552 -0.1 0.0 -0.2
C -9.505 -4.107 1.219 0.1 -0.1 0.1
H 7.330 7.134 0.502 0.0 0.0 0.0
H 0.950 -3.313 0.790 0.0 0.0 0.0
H -1.613 -4.338 -0.546 0.0 0.0 0.0
C 6.657 7.854 0.968 0.0 0.0 0.0
O -9.126 -3.854 2.494 -0.1 0.1 -0.1
S 1.179 4.225 -0.120 -0.1 0.0 -0.1
O 2.208 5.128 -0.563 -0.1 -0.1 0.2
C 2.287 1.247 -1.975 -0.3 0.3 0.0
C 7.208 8.367 2.281 0.0 0.0 0.0
C -10.006 -3.263 3.462 0.0 0.0 0.0
O -3.426 -3.312 1.946 -0.2 0.0 -0.1
H -11.482 -3.152 1.365 0.0 0.0 0.0
C 1.020 -0.220 -5.815 0.0 0.1 0.0
C -3.935 -3.132 4.333 0.0 0.0 0.0
C 4.033 -0.547 -1.808 0.0 0.0 0.0
C 8.397 6.508 3.339 -0.2 -0.1 0.0
C -3.923 -2.453 2.980 0.0 0.0 0.0
H -2.021 1.803 0.698 0.1 0.0 0.0
O 7.324 7.329 3.265 0.1 0.0 0.0
C -4.208 -4.214 1.305 0.2 0.0 0.1
H -4.904 -2.062 2.712 0.0 0.0 0.0
C 0.444 -1.439 -8.867 0.0 0.0 0.0
C 5.144 3.651 2.696 0.0 0.1 0.0
Cl 3.512 2.443 -1.746 0.1 0.1 0.1
O -0.517 1.587 -5.974 -0.1 0.0 0.1
H -0.277 -6.991 0.788 0.0 0.0 0.0
O -1.250 2.175 0.248 0.0 -0.1 0.2
H -3.225 -1.616 2.980 0.0 0.0 0.0
H 1.336 0.247 -4.885 0.0 0.0 -0.1
H 0.420 2.795 -4.321 0.1 -0.3 -0.1
O 5.459 0.566 1.047 0.0 0.0 0.1
H 0.391 -1.970 -7.916 0.0 0.0 0.0
H -6.090 -3.613 2.259 0.0 0.0 0.0
H -0.557 -1.398 -9.296 0.0 0.0 0.0
H 9.565 7.496 1.756 0.0 0.0 0.0
H 1.085 -2.011 -9.539 0.0 0.0 0.0
H -0.468 1.292 -2.882 -0.1 0.0 0.1
H 6.062 3.285 4.599 0.0 0.0 0.0
H 3.029 2.276 2.372 0.0 0.0 0.1
C -0.833 -6.820 -0.136 0.0 0.0 0.0
H 4.735 -0.023 -2.463 -0.1 -0.1 0.1
C -0.582 -3.993 -0.557 0.0 0.1 0.0
H -1.689 -6.190 0.084 0.0 0.0 0.0
O -3.705 -4.827 0.399 -0.1 0.0 0.0
H -0.744 3.769 -1.399 0.1 0.0 0.0
O -8.675 -4.528 0.460 -0.1 0.0 0.0
H -4.247 -2.423 5.101 0.0 0.0 0.0
H -10.299 -5.069 4.585 0.0 0.0 0.0
H -11.499 -3.808 4.902 0.0 0.0 0.0
C 4.945 1.430 1.712 0.2 0.1 0.0
H -6.225 -4.755 0.921 0.0 0.0 0.0
H 1.887 -0.576 -6.362 0.0 0.0 0.0
H 0.391 -1.079 -5.577 0.0 0.0 0.0
H 9.165 5.795 1.502 0.0 0.0 0.0
O 8.447 5.730 4.251 0.0 0.0 -0.1
H -11.582 -4.749 3.411 0.0 0.0 0.0
H -11.459 -4.864 0.938 0.0 0.0 0.0
C -5.617 -4.458 1.770 0.0 0.0 0.0
H 6.520 9.078 2.735 0.0 0.0 0.0
H -1.166 -7.785 -0.509 0.0 0.0 0.0
P 0.617 1.951 -2.257 0.1 0.0 -0.3
H 2.959 0.791 1.429 -0.1 -0.1 0.0
H 2.007 -0.048 -8.290 0.0 0.0 0.0
O 0.879 0.714 0.691 -0.4 0.0 0.2
C 0.322 3.656 -1.603 0.0 0.2 -0.2
H -0.542 -3.091 -1.164 0.0 0.1 0.0
O 5.699 2.499 2.044 -0.1 -0.1 0.0
O 0.140 0.790 -7.899 0.1 0.0 0.1
H 3.497 0.745 3.111 0.0 0.0 0.0
H -4.623 -3.977 4.349 0.0 0.0 0.0
H -9.330 -2.815 4.188 0.0 0.0 0.0
H 5.693 7.372 1.127 0.0 0.0 0.0
H 8.163 8.877 2.151 0.0 0.0 0.0
C -10.944 -3.911 0.806 0.0 0.0 0.0
H 4.068 -1.613 -2.024 0.0 0.1 0.0
P -0.201 1.054 -0.256 0.2 0.0 -0.4
H 4.396 2.691 4.491 0.0 0.0 0.0
H -5.594 -5.290 2.475 0.0 0.0 0.0
H 4.175 3.899 2.262 0.0 0.0 0.0
O 0.206 4.625 0.856 0.2 0.1 -0.1
H 4.360 -0.373 -0.777 -0.1 0.0 -0.1
O 0.826 -6.952 -1.839 -0.1 0.0 0.1
H 4.715 4.424 4.644 0.0 0.0 0.0
H 5.830 4.456 2.434 0.0 0.0 0.0
C 3.519 1.324 2.187 0.1 0.1 -0.1
C -0.072 -3.691 0.834 0.0 -0.1 0.0
H -1.280 -0.477 -1.432 0.1 -0.1 0.1
C 0.996 -0.041 -8.698 0.0 0.0 0.0
H -2.937 -3.492 4.580 0.0 0.0 0.0
H -10.952 -3.670 -0.253 0.0 0.0 0.0
C 0.133 -6.251 -1.149 0.1 0.0 -0.1
H 1.036 0.477 -9.654 0.0 0.0 0.0
```
Positions in Å, forces in eV/Å.

## Properties
- largest force on an atom (eV Å⁻¹) = 0.5
- gap between HOMO and LUMO (eV) = 9.418
- energy (Eh) = -4457.337338
- LUMO level (eV) = 0.156
- E_HOMO (eV) = -9.3


Entry 2:
A molecular structure, C28H58MgO19S5 in a non-equilibrium geometry. Source: the Open Molecules 2025 dataset; level of theory: the ωB97M-V functional and the def2-TZVPD basis.

The geometry in XYZ format:
```
111
Properties=species:S:1:pos:R:3:forces:R:3
H 24.054 27.654 2.954 -0.1 -0.2 -0.1
C 28.430 32.833 1.937 -0.3 0.2 1.7
O 30.139 28.859 0.861 0.0 -0.1 1.4
C 26.324 25.404 4.618 -0.2 -0.5 0.4
H 26.866 33.262 6.480 0.2 0.1 0.0
H 28.435 29.328 5.701 -0.1 0.2 -0.6
H 34.578 24.089 0.534 -0.1 0.0 0.0
H 32.640 30.042 0.742 -0.1 -0.5 0.1
O 27.522 31.236 -1.826 -0.5 0.3 -0.1
O 30.766 34.196 -1.685 0.0 0.0 0.7
H 26.370 24.556 5.300 -0.2 0.0 0.0
H 27.080 26.402 1.089 -0.4 0.3 -0.4
H 34.378 29.939 3.842 -0.2 0.4 -0.2
H 32.288 26.198 6.118 0.2 0.2 0.2
H 34.632 27.042 -2.903 0.4 0.0 0.2
S 32.844 27.806 -1.681 -0.2 -0.2 0.1
O 26.449 31.534 4.728 -0.3 0.1 -0.3
H 25.766 27.671 3.238 0.2 -0.3 0.1
H 34.253 29.609 0.067 -0.2 -0.3 0.0
O 31.368 32.809 -0.024 1.1 1.0 0.5
O 28.551 25.104 8.586 -0.5 0.2 -0.2
C 27.563 29.921 5.983 0.4 0.2 0.8
C 30.594 33.765 -0.581 0.1 -0.1 -0.8
H 29.211 29.956 2.408 0.5 0.0 0.5
H 34.550 25.665 1.325 0.0 0.1 0.4
H 30.580 24.670 5.035 -0.1 -0.3 1.0
H 28.443 32.634 7.137 0.0 0.4 -0.3
C 27.798 26.941 -1.805 0.2 0.8 -0.1
H 30.877 32.060 -2.118 -0.1 -0.3 0.3
C 29.062 25.417 7.555 0.2 -1.9 0.7
C 30.977 30.999 -1.887 0.7 -0.9 -1.1
C 27.454 32.390 6.748 0.1 -1.0 0.5
C 31.656 27.055 5.869 0.4 -0.1 -0.2
H 28.693 27.223 -2.358 -0.1 -0.1 -0.2
H 27.016 26.617 -2.491 0.1 -0.3 0.0
H 31.701 32.818 2.047 0.4 -0.6 -0.2
H 30.104 34.225 2.162 -0.6 0.0 0.2
H 34.926 26.637 -1.174 -0.1 0.0 0.1
H 32.035 26.622 -3.655 0.5 0.1 0.0
H 28.619 32.328 2.892 0.0 -0.5 -0.3
O 29.554 26.023 0.018 -1.8 -0.6 -1.3
C 28.595 30.934 -0.969 1.3 -1.9 -0.1
O 30.004 26.339 7.459 0.6 0.7 0.0
H 30.913 27.747 -3.083 0.1 0.6 0.2
C 29.662 30.264 -1.891 -0.2 1.2 0.3
O 31.818 25.219 1.066 0.7 -1.4 0.1
C 29.388 27.829 3.097 -0.3 -0.8 1.0
H 26.643 25.078 3.628 0.1 0.1 0.0
C 29.748 33.423 1.506 -0.5 0.9 -0.4
O 30.099 26.647 2.863 0.2 1.1 -0.5
H 26.988 31.866 7.588 -0.4 0.3 -0.1
O 29.567 34.043 0.214 -0.1 0.4 0.2
H 31.536 30.768 -0.981 -0.4 0.3 0.0
H 33.172 25.921 3.648 0.0 0.0 -0.3
H 32.346 28.368 -4.001 0.0 0.0 0.0
H 27.546 29.824 7.074 -0.6 -0.1 -0.1
H 27.890 32.187 1.249 0.5 -0.1 -0.1
H 27.445 27.844 -1.303 0.1 -0.2 0.4
O 32.487 27.708 1.812 2.2 0.2 1.5
H 34.126 30.715 1.399 0.1 -0.1 0.2
C 30.228 26.620 6.064 0.0 0.6 0.3
H 33.497 28.612 4.462 -0.2 0.0 -0.1
S 28.337 25.596 -0.756 0.4 -0.1 0.3
H 28.329 30.136 -0.271 -0.3 0.5 0.4
H 28.502 31.581 5.044 -0.3 0.3 -0.4
C 24.915 27.004 3.104 -0.6 0.4 -0.1
C 34.206 26.625 -1.984 -0.7 0.5 -1.1
H 33.861 25.633 -2.273 -0.2 -0.1 0.5
H 28.335 27.513 3.242 -0.2 0.4 0.3
C 27.786 30.838 -3.097 -0.5 0.4 0.5
H 29.519 27.434 5.893 0.2 -0.1 -0.6
H 31.931 27.909 6.486 -0.2 -0.1 0.3
O 29.035 30.395 -3.176 0.6 -0.8 -0.8
O 28.902 24.739 6.388 0.6 0.6 -0.3
H 29.822 29.217 -1.642 -0.3 -0.1 0.0
H 32.538 29.915 3.718 0.0 0.1 -0.4
O 26.396 29.422 5.369 -0.2 -0.6 0.3
C 33.682 29.812 0.971 0.7 0.8 0.2
S 33.760 28.420 2.136 -1.5 1.0 -0.6
H 27.697 33.569 2.277 0.3 0.4 -0.5
H 27.236 24.687 1.045 -0.2 -0.1 -0.1
O 23.822 24.782 3.990 0.4 0.6 0.1
C 33.469 29.359 3.664 0.9 -0.8 0.3
H 33.140 24.283 4.306 -0.1 -0.3 -0.2
O 26.997 30.891 -3.987 0.2 0.0 0.0
H 29.029 31.796 -0.470 -0.5 0.0 -0.2
H 25.013 26.279 2.296 0.1 0.3 -0.2
H 30.667 31.462 1.280 0.4 -0.1 0.6
H 28.267 28.778 1.616 -0.3 0.2 0.0
S 32.636 24.281 1.891 0.5 0.5 0.6
H 29.219 25.577 4.498 0.0 -0.2 0.1
H 31.900 27.348 4.847 -0.6 -0.3 -0.1
H 26.967 26.170 5.050 -0.1 0.2 -0.3
C 26.988 25.547 0.419 0.9 -0.5 0.4
C 30.961 32.518 1.308 -1.1 -0.5 -0.5
C 34.389 24.601 1.479 -0.5 -0.6 -0.5
H 35.015 24.112 2.222 0.0 0.3 0.2
H 31.632 30.618 -2.682 -0.2 -0.2 -0.2
H 26.059 25.354 -0.111 -0.2 0.4 0.2
C 27.571 31.407 5.590 0.9 0.0 0.1
C 29.297 28.935 1.999 -0.8 -0.4 -2.1
O 31.922 27.249 -0.655 0.6 0.0 -1.4
S 24.602 25.951 4.519 0.2 -0.5 0.1
O 24.673 30.220 4.204 -0.3 0.3 -0.4
H 29.670 28.272 4.078 0.3 0.3 -0.2
C 31.980 27.646 -3.277 -0.1 -0.9 0.2
C 32.667 24.958 3.594 -0.1 0.0 -0.6
C 29.793 25.331 5.394 -1.5 0.4 -0.6
Mg 30.857 26.960 1.065 -0.4 0.9 0.2
C 25.726 30.392 4.709 0.6 -0.3 0.4
H 31.604 25.115 3.789 0.4 0.1 -0.1
```
Positions in Å, forces in eV/Å.

## Properties
- largest force on an atom (eV Å⁻¹) = 2.6
- gap between HOMO and LUMO (eV) = 7.019
- energy (Eh) = -4722.227275
- LUMO level (eV) = -0.362
- E_HOMO (eV) = -7.4
- ΔE to the lowest compared entry with this formula, charge and spin (kcal per mole) = 17.3